Formula: C3H7N3OS
Source: OMol25
Level of theory: ωB97M-V/def2-TZVPD

Geometry as XYZ:
```
15
Properties=species:S:1:pos:R:3
C -1.247 0.421 0.109
C 1.351 0.677 -0.063
C 1.766 -0.716 -0.401
H -3.309 0.674 -0.204
H -2.618 2.378 -0.046
H 0.069 1.916 0.810
H 2.972 1.310 -0.472
H 1.018 -1.097 -1.162
H 2.857 -0.778 -0.866
H 0.640 -1.646 0.870
N -2.334 1.124 0.225
N 0.030 0.922 0.342
N 2.073 1.683 -0.271
O 1.605 -1.569 0.742
S -1.504 -1.162 -0.301
```

Computed properties:
Total charge: 0
Gap between HOMO and LUMO: 8.70 eV
Maximum force: 9.834 eV/A
M: 133.18 g/mol

=====

Formula: C6H11AgCl2F4N4O8S4
Source: OMol25
Level of theory: ωB97M-V/def2-TZVPD

Geometry as XYZ:
```
40
Properties=species:S:1:pos:R:3
Ag -8.999 23.078 -14.073
C -13.490 24.718 -11.549
C -12.534 24.775 -12.719
N -13.187 24.361 -13.979
C -14.302 24.946 -14.538
C -14.398 24.500 -15.814
N -13.374 23.590 -15.981
C -12.602 23.632 -14.918
C -13.011 22.874 -17.218
H -14.203 25.546 -11.523
H -12.922 24.789 -10.620
H -14.007 23.761 -11.487
H -11.719 24.078 -12.549
H -12.128 25.770 -12.891
H -14.799 25.764 -14.048
H -15.043 24.798 -16.619
H -11.619 23.242 -14.809
H -13.698 23.201 -17.997
H -13.003 21.812 -17.010
H -12.046 23.293 -17.517
Cl -9.478 23.559 -16.727
Cl -9.372 25.687 -13.341
N -6.604 22.402 -13.604
S -6.074 22.660 -12.110
O -5.737 24.014 -11.827
O -5.311 21.646 -11.474
F -7.516 22.593 -11.414
S -5.181 22.204 -14.377
O -4.653 20.886 -14.269
O -4.322 23.342 -14.405
F -5.755 22.191 -15.862
N -10.684 21.376 -13.366
S -11.501 20.329 -14.240
O -12.923 20.561 -14.259
O -11.076 18.974 -14.246
F -11.029 20.827 -15.670
S -11.252 21.072 -11.853
O -11.002 19.745 -11.423
O -12.416 21.764 -11.413
F -10.100 21.897 -11.154
```

Computed properties:
Total charge: -2
Gap between HOMO and LUMO: 6.72 eV
Maximum force: 3.899 eV/A
M: 650.21 g/mol

=====

Formula: C11H25Cl2N3O2PRh
Source: OMol25
Level of theory: ωB97M-V/def2-TZVPD

Geometry as XYZ:
```
45
Properties=species:S:1:pos:R:3
C -0.212 -2.874 -3.951
C -0.946 -2.128 -2.895
H -0.929 -3.247 -4.723
H 0.307 -3.728 -3.461
H 0.565 -2.233 -4.425
O -2.133 -1.756 -2.782
Cl -0.030 -2.865 -1.051
Rh 0.124 -0.647 -1.433
P 0.277 1.393 -2.390
C -1.111 2.597 -2.337
C 1.734 2.395 -1.892
H 1.330 0.120 -4.183
H 0.508 1.621 -4.819
H -0.460 0.160 -4.335
C 0.438 0.772 -4.125
H 2.624 1.743 -1.865
H 1.840 3.204 -2.639
H -0.879 3.415 -3.041
H -1.205 3.000 -1.313
H 1.550 2.812 -0.880
H -2.053 2.099 -2.620
C -1.507 -0.037 -0.756
O -2.550 0.263 -0.307
Cl 2.435 -0.955 -1.865
C -2.387 -1.086 2.915
N -1.116 -0.504 3.290
C -1.133 0.426 4.401
C -0.036 -0.592 2.450
N 0.024 -1.320 1.364
N 1.045 0.250 2.765
C 1.715 -0.074 4.023
C 2.025 0.423 1.697
H -2.971 -1.296 3.823
H -2.217 -2.034 2.380
H -2.977 -0.413 2.251
H -0.772 -0.047 5.319
H -0.514 1.293 4.182
H -2.153 0.754 4.610
H -0.818 -1.901 1.289
H 1.876 -1.169 4.127
H 2.705 0.421 4.025
H 1.135 0.310 4.870
H 2.523 -0.528 1.448
H 1.553 0.822 0.790
H 2.773 1.140 2.070
```

Computed properties:
Total charge: +2
Gap between HOMO and LUMO (alpha / beta): 6.23 / 5.57 eV
2S+1: 5
Maximum force: 6.822 eV/A
M: 436.13 g/mol

=====

Formula: C3H7N3OS
Source: OMol25
Level of theory: ωB97M-V/def2-TZVPD

Geometry as XYZ:
```
15
Properties=species:S:1:pos:R:3
C 0.414 2.102 0.554
N -0.109 2.412 -0.603
S -0.290 1.194 -1.763
C 0.295 -0.248 -0.869
N 1.378 -0.768 -1.102
N 2.003 -1.704 -0.172
O -0.380 -0.608 0.279
C -1.812 -0.470 0.481
H 0.826 1.173 0.881
H 0.632 2.922 1.211
H 1.174 -2.173 0.216
H 2.590 -2.328 -0.826
H -1.894 -0.834 1.641
H -2.288 0.607 0.205
H -2.539 -1.279 -0.135
```

Computed properties:
SMILES string: C=NS/C(=N/N)OC
Total charge: 0
Gap between HOMO and LUMO: 9.65 eV
Maximum force: 4.263 eV/A
M: 133.18 g/mol

=====

What did the fourth record say?
Formula: C3H7N3OS
Source: OMol25
Level of theory: ωB97M-V/def2-TZVPD

Geometry as XYZ:
```
15
Properties=species:S:1:pos:R:3
C 0.414 2.102 0.554
N -0.109 2.412 -0.603
S -0.290 1.194 -1.763
C 0.295 -0.248 -0.869
N 1.378 -0.768 -1.102
N 2.003 -1.704 -0.172
O -0.380 -0.608 0.279
C -1.812 -0.470 0.481
H 0.826 1.173 0.881
H 0.632 2.922 1.211
H 1.174 -2.173 0.216
H 2.590 -2.328 -0.826
H -1.894 -0.834 1.641
H -2.288 0.607 0.205
H -2.539 -1.279 -0.135
```

Computed properties:
SMILES string: C=NS/C(=N/N)OC
Total charge: 0
Gap between HOMO and LUMO: 9.65 eV
Maximum force: 4.263 eV/A
M: 133.18 g/mol

=====

Copy entry 4 word for word.
Formula: C3H7N3OS
Source: OMol25
Level of theory: ωB97M-V/def2-TZVPD

Geometry as XYZ:
```
15
Properties=species:S:1:pos:R:3
C 0.414 2.102 0.554
N -0.109 2.412 -0.603
S -0.290 1.194 -1.763
C 0.295 -0.248 -0.869
N 1.378 -0.768 -1.102
N 2.003 -1.704 -0.172
O -0.380 -0.608 0.279
C -1.812 -0.470 0.481
H 0.826 1.173 0.881
H 0.632 2.922 1.211
H 1.174 -2.173 0.216
H 2.590 -2.328 -0.826
H -1.894 -0.834 1.641
H -2.288 0.607 0.205
H -2.539 -1.279 -0.135
```

Computed properties:
SMILES string: C=NS/C(=N/N)OC
Total charge: 0
Gap between HOMO and LUMO: 9.65 eV
Maximum force: 4.263 eV/A
M: 133.18 g/mol

=====

> Which value of M does entry 2 give?

650.21 g/mol